1.
{
  "formula": "C12H30ClF6NO13S2Zr",
  "method": "wB97M-V/def2-TZVPD",
  "species": ["Zr", "Cl", "O", "O", "O", "O", "C", "F", "F", "F", "S", "O", "O", "N", "S", "O", "O", "C", "F", "F", "F", "C", "C", "O", "H", "H", "H", "H", "H", "H", "C", "C", "O", "H", "H", "H", "H", "H", "H", "C", "C", "O", "H", "H", "H", "H", "H", "H", "C", "C", "O", "H", "H", "H", "H", "H", "H", "C", "C", "O", "H", "H", "H", "H", "H", "H"],
  "xyz": [[-2.616, -1.301, -0.192], [0.883, 0.483, -0.121], [0.311, 1.746, -0.207], [1.320, 0.210, 1.224], [-0.137, -0.449, -0.463], [2.068, 0.490, -0.833], [-4.336, -1.942, -4.472], [-3.841, -2.157, -5.713], [-5.588, -1.561, -4.579], [-4.244, -3.074, -3.757], [-3.195, -0.597, -3.675], [-2.350, -0.125, -4.696], [-4.101, 0.382, -3.101], [-2.340, -1.375, -2.268], [-1.216, -2.189, -3.155], [-0.706, -3.061, -2.092], [-1.663, -2.998, -4.306], [0.252, -0.849, -3.625], [0.413, -0.968, -4.910], [-0.101, 0.376, -3.219], [1.364, -1.249, -3.066], [-1.085, -1.068, 4.225], [-1.923, -0.251, 3.205], [-1.652, -0.508, 1.838], [-1.225, -0.735, 5.254], [-0.040, -0.937, 3.943], [-1.328, -2.129, 4.281], [-1.519, 0.753, 3.334], [-2.997, -0.242, 3.390], [-0.692, -0.513, 1.831], [-2.535, 2.938, 1.201], [-3.418, 1.988, 0.438], [-2.603, 1.023, -0.139], [-3.113, 3.757, 1.630], [-1.821, 3.478, 0.579], [-2.020, 2.468, 2.038], [-4.083, 2.550, -0.217], [-4.059, 1.453, 1.139], [-2.157, 1.614, -0.751], [1.312, 5.380, -0.796], [1.995, 5.101, 0.542], [3.113, 5.942, 0.765], [1.945, 5.337, -1.683], [0.823, 6.354, -0.787], [0.620, 4.576, -1.048], [2.198, 4.042, 0.705], [1.323, 5.409, 1.343], [2.942, 6.415, 1.582], [1.007, -3.637, 0.588], [-0.140, -3.160, 1.507], [-1.375, -2.977, 0.756], [1.977, -3.713, 1.081], [1.158, -2.961, -0.253], [0.898, -4.500, -0.069], [0.301, -2.237, 1.883], [-0.376, -3.886, 2.285], [-1.640, -3.899, 0.730], [4.597, -1.449, 0.863], [5.960, -1.209, 1.481], [6.824, -2.212, 1.037], [4.322, -2.500, 0.946], [4.584, -1.147, -0.184], [3.844, -0.917, 1.445], [5.874, -1.142, 2.565], [6.343, -0.221, 1.226], [7.665, -2.219, 1.499]],
  "atomic_forces_ev_per_a": [[3.946, 1.784, 0.501], [2.973, 2.098, 3.440], [-2.063, 2.799, -0.181], [-1.541, -0.932, 1.592], [-2.434, -3.351, -1.447], [1.319, -1.391, -3.196], [1.230, -1.342, -1.354], [-0.662, 0.346, 1.410], [0.522, 0.260, 0.525], [-0.518, 0.704, -0.132], [-3.548, 2.145, 1.839], [1.312, -0.460, -0.343], [0.622, -1.276, 0.411], [-2.067, 1.442, -4.016], [2.834, -5.033, 0.902], [0.337, 1.099, -0.432], [0.491, 3.066, 1.689], [-0.583, -0.531, 0.158], [-0.512, 0.566, -0.521], [0.344, -1.064, -0.460], [-0.449, 0.020, 0.719], [-0.599, -0.406, -0.763], [0.429, 0.982, 2.185], [-0.797, -1.322, -0.662], [-0.049, 0.524, -0.222], [0.135, -0.111, 0.223], [0.007, -0.106, -0.397], [-0.574, 0.337, 0.261], [0.084, -0.189, -0.129], [1.000, 0.241, -0.856], [-0.090, 1.052, 0.613], [-1.580, 1.150, 2.874], [-0.251, -1.259, -1.887], [-0.361, -0.117, 0.069], [0.236, -0.398, -0.231], [0.136, -0.110, -0.276], [0.213, -0.420, -0.664], [-0.214, 0.077, 0.107], [1.436, -0.851, -0.901], [0.160, -0.424, -0.257], [-0.824, 0.753, 0.258], [0.640, -0.062, -0.278], [0.660, 0.259, 0.331], [-0.096, -0.114, -0.029], [-0.523, 0.070, 0.438], [0.424, -0.038, -0.254], [-0.731, -0.512, -0.081], [0.276, 0.025, -0.123], [-0.025, 0.078, -1.369], [2.610, -0.512, -0.730], [-0.801, 0.107, 0.149], [-0.285, 0.016, 0.408], [-0.060, 0.947, 0.457], [-0.649, -0.830, 0.866], [-0.941, 0.152, 0.280], [0.117, 0.307, 0.197], [-0.640, -0.237, -0.703], [-0.031, 0.065, 0.323], [-0.237, 0.658, 0.294], [0.334, -0.799, -0.285], [0.230, -0.154, -0.114], [-0.180, -0.030, 0.080], [-0.070, 0.339, -0.307], [-0.008, -0.545, 0.323], [-0.018, 0.205, -0.423], [-0.047, 0.255, 0.102]],
  "total_charge": 1,
  "s2": 0.75,
  "multiplicity": 2,
  "homo_lumo_gap_ha": [0.2026, 0.2041]
}

=====

2.
{
  "formula": "C3H11N2O2",
  "method": "wB97M-V/def2-TZVPD",
  "species": ["N", "C", "C", "C", "N", "O", "H", "H", "H", "H", "H", "H", "H", "H", "H", "H", "H", "O"],
  "xyz": [[0.099, 1.737, 1.185], [-0.809, 0.756, 0.381], [-0.471, 0.966, -1.047], [-0.320, -0.648, 0.795], [-0.836, -1.789, 0.199], [0.606, -0.664, 1.574], [-0.399, 2.028, 1.961], [0.378, 2.532, 0.581], [0.796, 1.232, 1.706], [-1.951, 0.908, 0.589], [0.406, 0.227, -1.488], [-0.125, 1.939, -1.410], [-1.308, 0.800, -1.785], [-0.444, -2.636, 0.490], [-1.578, -1.825, -0.432], [1.809, -1.695, -0.396], [2.468, -2.170, -1.522], [1.679, -1.695, -1.382]],
  "atomic_forces_ev_per_a": [[-1.390, -0.435, -1.889], [-0.986, 0.124, 0.331], [1.512, -1.825, -4.604], [-1.010, -1.250, -0.997], [1.080, 3.282, 1.795], [0.632, -0.590, 0.589], [-1.882, 1.655, 1.794], [0.158, -0.655, 0.712], [1.606, -1.102, -0.630], [2.304, 0.084, 0.002], [-2.105, 1.643, 1.498], [-0.080, 0.313, 0.830], [0.492, -0.184, 1.143], [0.625, -1.314, 0.429], [-1.152, 0.258, -1.028], [-0.862, 0.473, -0.914], [1.651, -1.027, -1.498], [-0.593, 0.551, 2.437]],
  "total_charge": 1,
  "relative_energy_ev": 2.0817,
  "homo_lumo_gap_ha": 0.4148
}